Here is a cluster of 2 separate species, C7H13BClFO2 in total from the OMol25 dataset. Energies are from ωB97M-V/def2-TZVPD.

Its frontier orbital gap is 9.58 eV. Its energy above the lowest of the compared OMol25 structures with the same formula, charge and spin is 164.43 kJ/mol. The calculation puts the energy at -1009.88195 hartree. The highest occupied orbital energy is -9.042 eV.

Element x y z (Å)
Cl: -4.35837 -0.30867 -1.07525
F: -4.32640 0.09725 1.34744
O: -0.73909 1.22408 -0.42378
O: -1.03137 -0.80978 0.59237
C: 0.82344 -2.08003 -0.11676
C: -3.76705 0.64497 0.27234
C: 0.43103 -0.71264 0.44202
C: 0.96898 -0.46270 1.92144
C: 0.63617 0.57671 -0.43777
C: 1.58001 1.62509 0.00060
C: 0.87633 0.20069 -1.97153
B: -1.55458 0.34418 0.12919
H: 0.04362 -2.50093 -0.90887
H: 0.48685 0.42460 2.26386
H: 0.87360 -3.00362 0.53154
H: 1.63780 1.98484 0.98290
H: 0.74558 -1.44435 2.40032
H: 1.90469 -1.95327 -0.52102
H: -4.10209 1.62231 0.15174
H: 0.82539 1.31845 -2.34218
H: 1.88138 -0.32189 -2.06743
H: 0.03705 -0.44616 -2.25830
H: 2.04713 -0.16018 1.75602
H: 2.64720 1.49266 -0.21281
H: 1.43272 2.64839 -0.45611